(1)
The following is a DFT calculation (wB97M-V/def2-TZVPD) of the molecule C3H6N2O.

Each line ends with the Mulliken charge.
Element x y z (Å)
H1 -0.754 -1.287 -1.723  0.30
N1 -1.395 -0.849 -1.056  -0.60
C1 -0.760 0.065 -0.442  0.36
C2 -1.525 0.868 0.580  0.06
O1 -0.985 1.711 1.259  -0.50
N2 0.603 0.360 -0.594  -0.41
C3 1.514 -0.493 0.183  -0.77
H2 -2.595 0.611 0.674  0.39
H3 0.760 1.330 -0.345  0.31
H4 1.040 -1.460 0.377  0.33
H5 1.758 -0.037 1.151  0.27
H6 2.440 -0.671 -0.369  0.25

The net charge is 0. The calculation puts the frontier orbital gap at 9.7 eV. As for the multiplicity: 1. For the max |F|, the calculation gives 0.01123 hartree/bohr. Its SMILES is [H]/N=C(/C=O)NC. The value obtained for the HOMO energy is -0.35747 Eh. The energy above the lowest of the compared OMol25 structures with the same formula, charge and spin is 1.702 eV.

=====

(2)
The following is a DFT calculation (wB97M-V/def2-TZVPD) of a structure of composition C3H6N2O2 in a non-equilibrium geometry.

Each line ends with the Mulliken charge.
Element x y z (Å)
C1 1.233 -0.876 -0.766  0.51
C2 -0.555 -1.063 0.102  -0.72
C3 -0.235 0.995 -0.863  -0.20
N1 -0.777 0.366 0.310  -0.02
N2 -0.184 0.927 1.470  -0.59
O1 2.154 -1.640 -0.901  -0.49
O2 0.997 0.399 -1.180  -0.26
H1 -1.068 -1.491 -0.669  0.41
H2 -0.359 -1.582 1.110  0.28
H3 -1.001 0.805 -1.647  0.27
H4 -0.133 2.111 -0.646  0.30
H5 0.718 0.432 1.567  0.25
H6 -0.790 0.618 2.112  0.27

The net charge is 0. The calculation puts the frontier orbital gap at 9.7 eV. As for the multiplicity: 1. For the max |F|, the calculation gives 0.12780 hartree/bohr. The value obtained for the HOMO energy is -0.32740 Eh. The energy above the lowest of the compared OMol25 structures with the same formula, charge and spin is 4.362 eV.

=====

(3)
The following is a DFT calculation (wB97M-V/def2-TZVPD) of the molecule C3H6N2O2 in a non-equilibrium geometry.

Each line ends with the Mulliken charge.
Element x y z (Å)
C1 -0.349 1.818 0.061  -0.99
C2 0.338 0.408 0.060  0.63
N1 1.523 0.135 -0.285  -0.28
N2 1.914 -1.131 -0.331  -0.47
O1 -0.413 -0.808 0.459  -0.18
C3 -1.614 -1.088 0.101  0.22
O2 -2.666 -0.551 -0.597  -0.54
H1 0.411 2.594 -0.311  0.30
H2 -1.204 1.786 -0.706  0.26
H3 -0.687 2.284 0.886  0.37
H4 1.678 -1.742 0.461  0.22
H5 2.768 -1.640 -0.605  0.24
H6 -1.700 -2.064 0.806  0.22

The net charge is 0. The calculation puts the frontier orbital gap at 9.9 eV. As for the multiplicity: 1. For the max |F|, the calculation gives 0.17262 hartree/bohr. Its SMILES is C/C(=N/N)OC=O. The value obtained for the HOMO energy is -0.33570 Eh. The energy above the lowest of the compared OMol25 structures with the same formula, charge and spin is 5.347 eV.

=====

(4)
The following is a DFT calculation (wB97M-V/def2-TZVPD) of the molecule C3H6N2O2 in a non-equilibrium geometry.

Each line ends with the Mulliken charge.
Element x y z (Å)
C1 0.776 -0.929 0.928  -1.45
C2 -0.080 0.135 0.244  0.94
N1 -1.465 -0.138 0.449  -0.65
O1 0.147 1.414 0.742  -0.58
N2 0.288 0.101 -1.172  -0.32
C3 0.094 0.661 -2.205  0.50
O2 0.020 1.072 -3.284  -0.46
H1 1.831 -0.725 0.762  0.39
H2 0.540 -1.907 0.520  0.37
H3 0.556 -0.921 1.991  0.38
H4 -2.033 0.657 0.182  0.26
H5 -1.764 -0.963 -0.053  0.27
H6 1.089 1.543 0.897  0.34

The net charge is 0. The calculation puts the frontier orbital gap at 10.4 eV. As for the multiplicity: 1. For the max |F|, the calculation gives 0.02559 hartree/bohr. Its SMILES is C[C@@](N)(O)N=C=O. The value obtained for the HOMO energy is -0.36227 Eh. The energy above the lowest of the compared OMol25 structures with the same formula, charge and spin is 1.156 eV.

=====

(5)
The following is a DFT calculation (wB97M-V/def2-TZVPD) of the molecule C3H6N2O2 in a non-equilibrium geometry.

Each line ends with the Mulliken charge.
Element x y z (Å)
O1 1.391 -1.562 1.428  -0.41
N1 1.517 -0.495 0.402  -0.21
C1 0.359 -0.027 0.004  0.48
N2 -0.674 0.033 0.779  -0.61
C2 -1.675 0.737 0.028  -0.40
C3 -1.054 1.025 -1.340  -0.20
O2 0.191 0.310 -1.246  -0.38
H1 0.514 -1.051 1.840  0.45
H2 1.970 -0.924 -0.466  0.33
H3 -2.734 0.391 -0.058  0.29
H4 -1.808 1.709 0.514  0.23
H5 -0.738 2.130 -1.406  0.21
H6 -1.545 0.581 -2.288  0.22

The net charge is 0. The calculation puts the frontier orbital gap at 9.9 eV. As for the multiplicity: 1. For the max |F|, the calculation gives 0.10161 hartree/bohr. Its SMILES is ONC1=NCCO1. The value obtained for the HOMO energy is -0.33364 Eh. The energy above the lowest of the compared OMol25 structures with the same formula, charge and spin is 4.441 eV.

=====

(6)
The following is a DFT calculation (wB97M-V/def2-TZVPD) of the molecule C3H6N2O2.

Each line ends with the Mulliken charge.
Element x y z (Å)
H1 3.041 -0.777 -1.495  0.24
N1 2.199 -0.774 -0.926  -0.62
C1 1.901 0.417 -0.628  0.14
O1 0.846 0.757 0.132  -0.38
C2 0.047 -0.288 0.603  -0.38
C3 -1.275 -0.187 0.430  0.57
N2 -1.897 0.791 -0.324  -0.53
O2 -2.182 -1.053 0.951  -0.50
H2 2.431 1.328 -0.915  0.35
H3 0.562 -1.127 1.047  0.30
H4 -2.762 1.114 0.087  0.25
H5 -1.272 1.542 -0.580  0.25
H6 -1.730 -1.677 1.534  0.31

The net charge is 0. The calculation puts the frontier orbital gap at 8.8 eV. As for the multiplicity: 1. For the max |F|, the calculation gives 0.00778 hartree/bohr. Its SMILES is [H]/N=C/O/C=C(\N)O. The value obtained for the HOMO energy is -0.29416 Eh. The energy above the lowest of the compared OMol25 structures with the same formula, charge and spin is 2.394 eV.

=====

(7)
The following is a DFT calculation (wB97M-V/def2-TZVPD) of the molecule C3H6N2O2.

Each line ends with the Mulliken charge.
Element x y z (Å)
H1 2.065 0.077 -1.944  0.21
N1 1.374 -0.124 -1.227  -0.72
C1 1.650 0.496 -0.154  0.27
O1 0.933 0.406 0.966  -0.36
C2 -0.086 -0.598 1.044  -0.28
C3 -1.462 -0.151 0.545  0.42
N2 -1.480 0.444 -0.676  -0.35
O2 -2.452 -0.348 1.227  -0.61
H2 2.487 1.180 0.007  0.40
H3 0.240 -1.481 0.484  0.31
H4 -0.195 -0.836 2.102  0.25
H5 -2.388 0.620 -1.081  0.24
H6 -0.686 0.316 -1.293  0.22

The net charge is 0. The calculation puts the frontier orbital gap at 10.6 eV. As for the multiplicity: 1. For the max |F|, the calculation gives 0.00852 hartree/bohr. Its SMILES is [H]/N=C/OCC(N)=O. The value obtained for the HOMO energy is -0.36046 Eh. The energy above the lowest of the compared OMol25 structures with the same formula, charge and spin is 1.231 eV.

=====

(8)
The following is a DFT calculation (wB97M-V/def2-TZVPD) of a cluster of 2 separate species, C3H6N2O2 in total in a non-equilibrium geometry.

Each line ends with the Mulliken charge.
Element x y z (Å)
C1 2.647 0.111 -0.304  -0.12
C2 1.398 -0.671 -0.085  0.64
C3 -1.929 0.433 0.626  -0.82
N1 0.846 -1.738 0.068  -0.51
N2 -1.135 -0.010 -0.479  -0.31
O1 3.241 0.696 0.549  -0.38
O2 0.074 0.684 -0.585  -0.43
H1 3.029 0.149 -1.255  0.38
H2 -1.178 0.901 1.287  0.30
H3 -2.631 1.237 0.401  0.33
H4 -2.541 -0.297 1.104  0.27
H5 -0.118 -1.729 -0.048  0.40
H6 -1.703 0.234 -1.278  0.24

The net charge is 0. The calculation puts the frontier orbital gap (alpha / beta) at 8.7 / 8.7 eV. As for the multiplicity: 1. For the max |F|, the calculation gives 0.08429 hartree/bohr. The value obtained for the HOMO energy (alpha / beta) is -0.33055 / -0.33058 Eh. The energy above the lowest of the compared OMol25 structures with the same formula, charge and spin is 6.211 eV.